(1)
{
  "formula": "C7H8N2NiO4S",
  "method": "the ωB97M-V functional and the def2-TZVPD basis",
  "elements": ["Ni", "O", "C", "C", "O", "C", "O", "C", "O", "C", "H", "H", "C", "H", "H", "N", "C", "N", "S", "H", "H", "H", "H"],
  "xyz": [[-0.148, 0.117, -0.133], [-1.140, -2.685, -0.775], [-0.847, -1.563, -0.604], [0.729, 1.668, 0.498], [1.379, 2.487, 0.984], [-1.370, 0.216, 1.326], [-1.902, 0.124, 2.360], [1.060, 0.030, -1.606], [1.965, -0.175, -2.300], [-2.191, 0.929, -1.874], [-1.868, 0.420, -2.781], [-3.050, 0.510, -1.352], [-1.634, 2.074, -1.484], [-2.018, 2.632, -0.630], [-0.835, 2.542, -2.060], [2.742, -3.489, 2.479], [2.739, -2.151, 2.404], [3.694, -1.556, 3.140], [1.621, -1.289, 1.460], [3.391, -4.020, 3.064], [2.060, -3.993, 1.967], [3.733, -0.558, 3.126], [4.346, -2.055, 3.724]],
  "forces_ev_per_a": [[-1.36, 1.12, -1.19], [1.28, 5.58, 0.70], [-1.69, -7.19, -0.96], [3.30, 3.83, 2.48], [-2.38, -2.67, -1.80], [-3.27, -0.49, 6.14], [2.31, 0.51, -4.82], [4.79, -1.04, -3.77], [-3.66, 0.90, 2.60], [-0.08, -0.46, -0.02], [-0.09, 0.09, 0.10], [0.09, 0.07, -0.12], [0.31, 0.32, 0.24], [0.04, -0.07, -0.18], [-0.16, -0.04, 0.07], [-0.29, 1.18, -0.26], [2.93, -2.21, 2.49], [-1.54, 0.51, -1.25], [-0.12, 0.10, -0.11], [-0.29, 0.38, -0.29], [-0.49, -0.75, -0.34], [0.35, 0.48, 0.26], [0.02, -0.15, 0.01]],
  "mulliken_spin": [0.882, -0.014, 0.040, 0.042, -0.014, 0.063, -0.011, 0.064, -0.011, 0.002, 0.001, 0.001, 0.003, 0.001, 0.001, 0.018, -0.167, 0.018, 1.079, -0.003, 0.004, 0.004, -0.003],
  "multiplicity": 3,
  "gap_ev": [8.389, 5.100],
  "energy_ev": -70417.953,
  "homo_energy_ev": [-16.6, -16.6],
  "total_charge": 2,
  "e_above_lowest_kj_mol": 0.0
}

---

(2)
{
  "formula": "C50H52BBr3N2O4PSeTa",
  "method": "the ωB97M-V functional and the def2-TZVPD basis",
  "elements": ["Ta", "Br", "C", "Br", "H", "H", "C", "C", "C", "C", "C", "C", "C", "P", "C", "C", "C", "C", "C", "C", "C", "C", "C", "C", "C", "C", "C", "C", "H", "H", "H", "H", "H", "H", "H", "H", "H", "H", "H", "H", "H", "H", "H", "H", "H", "H", "H", "H", "O", "B", "O", "C", "C", "C", "C", "C", "C", "H", "H", "H", "H", "C", "C", "C", "C", "N", "C", "Se", "N", "C", "C", "C", "C", "C", "C", "C", "C", "C", "C", "H", "H", "H", "H", "H", "H", "H", "H", "H", "H", "H", "H", "H", "H", "H", "H", "H", "H", "H", "H", "H", "H", "Br", "C", "C", "C", "C", "C", "C", "C", "O", "O", "H", "H", "H", "H"],
  "xyz": [[0.499, -0.782, 1.156], [-0.939, -3.440, 0.350], [0.335, -4.496, -0.676], [0.446, -3.977, -2.515], [-0.019, -5.517, -0.620], [1.304, -4.377, -0.205], [-3.847, -0.551, 4.975], [-4.162, -0.995, 3.574], [-5.435, -1.486, 3.300], [-5.796, -1.934, 2.039], [-4.874, -1.903, 1.006], [-3.603, -1.410, 1.249], [-3.235, -0.953, 2.516], [-1.550, -0.340, 2.757], [-1.594, 1.225, 3.659], [-2.152, 2.244, 2.879], [-2.317, 3.517, 3.387], [-1.915, 3.780, 4.688], [-1.369, 2.771, 5.463], [-1.200, 1.473, 4.983], [-0.608, 0.451, 5.920], [-0.585, -1.660, 3.507], [-1.142, -2.900, 3.883], [-0.319, -3.905, 4.320], [1.075, -3.715, 4.364], [1.628, -2.523, 3.979], [0.806, -1.447, 3.573], [1.346, -0.163, 3.092], [-4.606, -0.920, 5.662], [-3.822, 0.537, 5.053], [-2.883, -0.931, 5.316], [-6.157, -1.524, 4.106], [-6.796, -2.309, 1.868], [-5.140, -2.251, 0.017], [-2.899, -1.362, 0.434], [-2.470, 2.035, 1.862], [-2.756, 4.294, 2.775], [-2.038, 4.769, 5.107], [-1.077, 2.985, 6.484], [-0.812, 0.735, 6.951], [0.478, 0.404, 5.810], [-0.995, -0.554, 5.771], [-2.214, -3.043, 3.830], [-0.742, -4.851, 4.631], [1.711, -4.518, 4.713], [2.699, -2.374, 4.010], [2.434, -0.133, 3.100], [0.940, 0.718, 3.582], [3.085, 1.088, 0.657], [1.753, 1.087, 1.048], [1.297, 2.371, 1.308], [2.369, 3.200, 1.011], [2.422, 4.574, 1.039], [3.630, 5.151, 0.654], [4.717, 4.374, 0.262], [4.647, 2.982, 0.238], [3.448, 2.427, 0.621], [1.573, 5.168, 1.347], [3.726, 6.228, 0.663], [5.638, 4.860, -0.026], [5.486, 2.370, -0.062], [-1.158, 3.600, -3.112], [0.089, 4.070, -2.372], [1.369, 3.302, -2.707], [1.474, 1.923, -2.065], [0.654, 0.883, -2.693], [-0.390, 0.246, -2.162], [-1.145, 0.503, -0.440], [-0.858, -0.660, -3.032], [-2.047, -1.502, -2.851], [-3.368, -0.805, -3.152], [-3.600, -0.418, -4.616], [-3.022, 0.934, -5.022], [-0.046, -0.646, -4.160], [-0.066, -1.404, -5.326], [0.925, -1.141, -6.250], [1.901, -0.157, -6.026], [1.916, 0.600, -4.873], [0.915, 0.335, -3.943], [-1.995, 4.274, -2.925], [-1.477, 2.603, -2.805], [-0.990, 3.576, -4.191], [-0.077, 4.026, -1.290], [0.261, 5.122, -2.608], [2.227, 3.864, -2.329], [1.497, 3.230, -3.790], [1.139, 1.991, -1.032], [2.502, 1.556, -2.074], [-2.026, -1.863, -1.824], [-1.911, -2.369, -3.497], [-3.469, 0.075, -2.508], [-4.145, -1.507, -2.837], [-4.677, -0.397, -4.793], [-3.212, -1.209, -5.267], [-3.442, 1.731, -4.405], [-3.264, 1.159, -6.060], [-1.937, 0.975, -4.927], [-0.820, -2.158, -5.511], [0.950, -1.705, -7.172], [2.659, 0.010, -6.778], [2.670, 1.357, -4.704], [5.147, -2.241, -4.638], [4.826, -2.655, -2.828], [5.703, -3.492, -2.146], [5.473, -3.804, -0.813], [4.372, -3.283, -0.156], [3.502, -2.445, -0.852], [3.721, -2.126, -2.193], [2.333, -1.893, -0.190], [2.048, -2.160, 1.051], [1.503, -1.129, -0.764], [6.564, -3.898, -2.659], [6.162, -4.454, -0.291], [4.185, -3.510, 0.885], [3.029, -1.484, -2.722]],
  "forces_ev_per_a": [[-0.27, -0.10, -0.31], [0.06, 0.03, 0.00], [0.02, -0.03, -0.03], [0.07, -0.04, 0.04], [0.00, 0.00, 0.01], [-0.01, -0.01, 0.01], [0.00, -0.01, 0.00], [-0.04, 0.00, 0.03], [0.00, -0.01, 0.01], [0.02, 0.00, 0.01], [0.00, 0.00, 0.01], [-0.03, 0.02, -0.01], [0.05, -0.02, -0.01], [-0.01, 0.03, 0.03], [-0.10, 0.00, 0.01], [0.05, 0.01, -0.01], [0.00, 0.00, -0.01], [-0.01, 0.00, 0.00], [0.00, 0.00, 0.01], [0.03, 0.00, -0.01], [0.07, 0.02, -0.02], [-0.11, -0.07, 0.04], [0.01, 0.08, -0.04], [0.08, -0.04, 0.02], [-0.09, -0.03, 0.00], [0.00, 0.07, -0.03], [0.15, -0.09, -0.04], [-0.13, 0.15, 0.28], [-0.01, 0.00, 0.01], [-0.01, -0.02, 0.00], [-0.07, 0.00, -0.02], [-0.01, 0.00, 0.00], [0.00, 0.00, 0.00], [0.00, 0.00, 0.00], [0.05, 0.02, -0.04], [0.01, 0.00, -0.01], [-0.01, 0.00, 0.00], [0.01, 0.00, 0.00], [0.00, 0.00, 0.00], [-0.01, 0.01, 0.00], [0.00, -0.01, 0.01], [0.04, 0.03, 0.00], [0.00, -0.01, 0.00], [0.00, 0.00, 0.01], [0.00, 0.00, 0.00], [0.00, -0.01, 0.00], [0.02, 0.00, 0.03], [0.02, 0.07, -0.09], [0.00, 0.00, -0.02], [0.09, -0.12, 0.00], [0.02, -0.01, 0.00], [0.00, 0.01, 0.02], [0.01, 0.00, 0.00], [-0.01, 0.00, 0.00], [0.00, 0.00, 0.00], [0.00, 0.00, 0.00], [0.00, 0.00, -0.02], [0.00, 0.00, 0.00], [0.00, 0.00, 0.00], [0.00, 0.00, 0.00], [0.00, 0.00, 0.00], [-0.01, 0.00, -0.01], [0.02, -0.01, 0.00], [0.01, 0.00, -0.01], [-0.05, -0.02, 0.04], [-0.01, 0.05, -0.02], [-0.01, -0.09, -0.02], [0.02, 0.06, 0.16], [-0.01, 0.02, 0.01], [-0.01, 0.02, -0.03], [0.01, 0.02, -0.01], [0.01, -0.01, 0.00], [0.01, 0.01, 0.01], [-0.01, 0.02, 0.01], [0.01, 0.01, -0.01], [-0.01, -0.01, 0.00], [0.01, -0.01, 0.01], [0.01, 0.00, 0.00], [0.01, -0.01, -0.02], [0.00, 0.00, 0.00], [-0.01, -0.04, 0.01], [0.00, 0.00, 0.00], [0.01, 0.01, 0.00], [0.00, 0.00, -0.01], [0.00, -0.01, 0.00], [-0.01, 0.02, 0.00], [0.03, 0.00, -0.04], [0.00, 0.01, 0.02], [0.00, -0.01, 0.01], [-0.02, 0.04, 0.01], [-0.01, 0.00, 0.00], [0.00, 0.00, 0.00], [0.00, 0.00, 0.00], [0.00, 0.00, 0.00], [0.00, 0.01, 0.01], [0.00, 0.00, 0.00], [0.02, 0.00, 0.00], [0.00, 0.00, 0.00], [0.00, 0.00, 0.00], [0.00, 0.00, 0.00], [0.00, -0.01, 0.00], [-0.01, 0.00, 0.00], [-0.02, 0.01, -0.01], [0.00, 0.00, -0.01], [0.01, 0.00, 0.01], [0.01, 0.00, 0.03], [-0.02, 0.01, -0.03], [0.00, -0.01, 0.01], [0.01, 0.03, -0.10], [0.12, -0.02, 0.03], [-0.04, -0.02, 0.10], [0.00, 0.00, 0.00], [0.00, 0.00, 0.00], [0.00, 0.00, 0.00], [0.01, 0.00, 0.00]],
  "lowdin_charge": [1.377, 0.775, -0.937, 0.748, 0.015, -0.001, -0.021, -0.246, -0.018, -0.037, -0.059, -0.148, -0.304, 1.023, -0.320, -0.093, -0.053, -0.040, -0.022, -0.264, -0.029, -0.387, -0.088, -0.035, -0.025, -0.015, -0.379, -0.194, 0.094, 0.097, 0.059, 0.124, 0.120, 0.110, -0.015, 0.086, 0.116, 0.118, 0.124, 0.096, 0.092, 0.057, 0.117, 0.122, 0.122, 0.132, 0.104, 0.076, 0.143, -0.688, 0.121, -0.201, 0.019, -0.064, -0.064, 0.020, -0.201, 0.127, 0.112, 0.112, 0.127, -0.096, -0.232, -0.154, -0.116, 0.021, -0.559, 0.839, 0.011, -0.178, -0.175, -0.232, -0.091, -0.173, 0.000, -0.043, -0.056, 0.011, -0.142, 0.082, 0.034, 0.084, 0.107, 0.115, 0.120, 0.113, 0.071, 0.143, 0.045, 0.099, 0.103, 0.118, 0.113, 0.105, 0.077, 0.083, 0.052, 0.118, 0.119, 0.117, 0.123, 0.800, -0.660, -0.077, -0.033, 0.010, -0.147, -0.056, -0.551, -0.130, -0.134, 0.116, 0.121, 0.126, 0.106],
  "gap_ev": 6.954,
  "energy_ev": -350848.093,
  "homo_energy_ev": -12.9,
  "total_charge": 2,
  "e_above_lowest_kj_mol": 0.0
}